# 1
This record from the Open Molecules 2025 dataset describes a structure of composition C49H81F2IN4O25Si. The level of theory is wB97M-V/def2-TZVPD.

Calculated values
- Max |F|: 4.939 eV/A
- HOMO-LUMO gap: 8.48 eV
- Net charge: 0
- LUMO energy: -0.019 hartree
- DFT total energy: -130674.6255 eV
- HOMO energy: -8.9905 eV

Each line ends with the Mulliken charge.
Positions of all 163 atoms, in Å:
C  6.504  4.888  -3.998  -0.96
C  6.333  3.313  -3.701  -0.24
O  4.955  2.908  -3.490  -0.30
C  5.031  1.550  -2.950  -0.28
C  3.566  0.907  -2.932  -0.54
C  2.506  1.677  -1.993  0.19
C  1.460  0.604  -1.407  -1.07
C  1.632  0.265  0.149  -0.41
C  1.412  1.522  1.141  2.07
C  0.294  2.555  0.548  -1.61
N  -0.947  1.706  0.348  -0.28
N  0.643  0.976  2.332  -0.43
C  1.246  1.580  3.535  -0.47
O  0.525  1.878  4.510  -0.59
C  2.851  1.799  3.315  2.66
C  3.570  2.775  4.341  -0.39
C  4.838  3.633  4.031  0.08
C  5.551  4.573  5.014  -0.73
N  5.096  4.694  6.350  -0.57
C  3.960  3.917  6.683  -0.63
C  3.105  2.963  5.834  -0.16
C  3.390  0.308  3.696  0.86
F  3.029  -0.689  2.737  -0.33
F  2.679  -0.036  4.912  -0.37
C  4.972  0.228  3.901  -0.62
C  5.379  -0.066  5.452  -0.03
Si  7.258  -0.541  5.610  0.11
C  7.607  -0.761  7.500  -1.06
C  7.590  -2.286  4.826  -1.01
C  8.282  0.852  4.794  0.71
C  8.666  0.670  3.292  -0.28
C  9.496  1.811  2.645  -0.50
C  9.914  3.054  3.467  -0.42
C  9.516  3.189  4.969  -0.46
C  8.675  2.072  5.664  -0.28
C  2.778  2.187  1.749  -1.49
I  2.833  4.290  1.151  0.07
O  4.062  1.671  1.252  0.07
N  4.790  2.614  0.624  -0.08
O  5.927  2.281  0.504  -0.45
H  7.562  5.024  -4.411  0.32
H  6.353  5.445  -3.009  0.23
H  5.716  5.165  -4.783  0.27
H  6.897  3.067  -2.717  0.23
H  6.794  2.657  -4.528  0.27
H  5.447  1.568  -1.884  0.05
H  5.672  0.899  -3.658  0.39
H  3.694  -0.204  -2.673  0.39
H  3.157  0.962  -4.013  0.03
H  2.976  2.366  -1.216  -0.18
H  1.900  2.361  -2.702  0.27
H  0.407  0.934  -1.708  0.25
H  1.645  -0.384  -1.979  0.54
H  0.895  -0.597  0.376  0.42
H  2.678  -0.216  0.262  0.09
H  0.598  3.016  -0.447  0.38
H  -0.018  3.339  1.339  0.38
H  -1.562  1.762  1.170  0.22
H  -1.513  2.081  -0.433  0.25
H  0.641  -0.048  2.431  0.39
H  5.275  3.560  2.971  -0.01
H  6.482  5.145  4.673  0.34
H  3.601  4.032  7.773  0.40
H  2.216  2.396  6.268  0.38
H  5.559  1.100  3.460  -0.06
H  5.333  -0.712  3.330  0.38
H  5.077  0.776  6.159  0.04
H  4.818  -1.039  5.738  0.37
H  7.462  0.218  8.090  0.29
H  8.674  -1.178  7.650  0.29
H  6.907  -1.584  7.906  0.29
H  7.899  -3.004  5.660  0.33
H  8.452  -2.192  4.084  0.29
H  6.616  -2.643  4.351  0.29
H  8.344  -0.286  2.740  0.20
H  9.792  1.706  1.543  0.33
H  10.515  3.910  3.002  0.33
H  9.805  4.081  5.625  0.33
H  8.367  2.105  6.767  0.18
C  -6.798  -0.435  -1.393  -0.73
O  -5.399  -0.684  -1.244  -0.25
C  -4.974  -0.698  0.029  0.76
O  -5.660  -0.523  1.008  -0.59
O  -3.653  -0.941  0.025  -0.28
C  -3.061  -0.985  1.323  -0.52
H  -7.026  -0.446  -2.459  0.25
H  -7.383  -1.218  -0.906  0.32
H  -7.059  0.548  -0.993  0.31
H  -3.497  -1.790  1.919  0.42
H  -3.172  -0.024  1.830  0.26
H  -1.996  -1.186  1.198  -0.04
C  1.265  1.469  -7.912  -0.71
O  1.058  0.168  -8.459  -0.31
C  0.793  -0.780  -7.542  0.87
O  0.722  -0.611  -6.350  -0.57
O  0.622  -1.947  -8.186  -0.31
C  0.331  -3.050  -7.329  -0.68
H  1.471  2.150  -8.739  0.23
H  0.368  1.817  -7.393  0.33
H  2.125  1.473  -7.239  0.32
H  -0.602  -2.883  -6.788  0.30
H  1.155  -3.226  -6.633  0.31
H  0.214  -3.936  -7.954  0.22
C  -7.449  -0.681  2.668  -0.44
O  -8.391  -1.415  3.458  -0.32
C  -9.619  -1.483  2.926  0.78
O  -9.968  -0.994  1.878  -0.55
O  -10.397  -2.194  3.762  -0.33
C  -11.743  -2.349  3.318  -0.62
H  -6.494  -0.691  3.192  0.23
H  -7.316  -1.152  1.701  0.23
H  -7.770  0.357  2.554  0.28
H  -11.777  -2.888  2.369  0.29
H  -12.234  -1.377  3.228  0.28
H  -12.276  -2.936  4.068  0.22
C  3.692  7.082  6.973  -0.54
O  3.011  8.297  6.657  -0.33
C  1.948  8.552  7.437  0.75
O  1.550  7.859  8.342  -0.54
O  1.405  9.714  7.035  -0.32
C  0.257  10.112  7.782  -0.62
H  4.528  6.979  6.285  0.23
H  4.086  7.115  7.992  0.34
H  3.030  6.225  6.843  0.27
H  0.515  10.265  8.833  0.29
H  -0.542  9.374  7.684  0.29
H  -0.096  11.059  7.372  0.22
C  -6.004  -0.210  -9.448  -0.62
O  -4.798  0.160  -10.115  -0.33
C  -3.683  -0.056  -9.396  0.73
O  -3.636  -0.518  -8.281  -0.55
O  -2.630  0.332  -10.133  -0.32
C  -1.368  0.158  -9.488  -0.54
H  -6.835  0.008  -10.120  0.21
H  -6.009  -1.279  -9.226  0.29
H  -6.134  0.376  -8.535  0.28
H  -1.191  -0.895  -9.268  0.31
H  -1.316  0.758  -8.578  0.27
H  -0.593  0.502  -10.173  0.25
C  -4.418  -3.311  -2.027  -0.56
O  -5.587  -4.048  -2.387  -0.33
C  -5.599  -5.316  -1.943  0.74
O  -4.731  -5.847  -1.294  -0.54
O  -6.745  -5.889  -2.348  -0.31
C  -6.893  -7.249  -1.944  -0.63
H  -4.517  -2.308  -2.436  0.21
H  -4.330  -3.235  -0.942  0.19
H  -3.525  -3.772  -2.456  0.42
H  -6.904  -7.329  -0.855  0.29
H  -6.099  -7.866  -2.370  0.29
H  -7.850  -7.609  -2.325  0.23
C  -9.759  -8.896  -6.120  -0.65
O  -9.311  -9.607  -4.967  -0.24
C  -9.877  -10.815  -4.810  0.74
O  -10.697  -11.315  -5.541  -0.54
O  -9.371  -11.370  -3.696  -0.28
C  -9.886  -12.667  -3.402  -0.63
H  -9.237  -7.939  -6.145  0.21
H  -9.515  -9.447  -7.031  0.29
H  -10.832  -8.703  -6.062  0.31
H  -9.647  -13.368  -4.205  0.29
H  -10.965  -12.625  -3.235  0.29
H  -9.409  -13.016  -2.486  0.22



# 2
This record from the Open Molecules 2025 dataset describes a structure of composition C49H82BCaN10OSSb2. The level of theory is wB97M-V/def2-TZVPD.

Calculated values
- Max |F|: 0.545 eV/A
- HOMO-LUMO gap: 8.27 eV
- Net charge: +1
- LUMO energy: -0.056 hartree
- DFT total energy: -112121.2279 eV
- HOMO energy: -9.8009 eV

Each line ends with the Mulliken charge.
Positions of all 147 atoms, in Å:
Ca  0.473  0.520  -0.011  2.59
C  1.287  4.347  3.850  -1.35
C  1.856  3.236  3.032  0.39
C  3.173  2.859  2.962  -1.17
C  3.228  1.800  2.048  -1.15
N  2.000  1.554  1.565  0.93
N  1.154  2.443  2.192  0.53
B  -0.394  2.531  2.080  -2.49
N  -0.872  3.110  0.710  0.30
N  -0.299  2.830  -0.508  0.59
C  -0.698  3.793  -1.344  -0.69
C  -1.550  4.684  -0.681  -1.00
C  -1.629  4.231  0.611  0.32
C  -2.432  4.808  1.727  -1.55
C  -0.201  3.989  -2.761  2.86
C  0.598  5.302  -2.778  -2.04
C  -1.343  4.095  -3.777  -1.96
C  0.709  2.856  -3.173  -0.77
N  -1.158  1.258  2.549  1.28
N  -1.208  0.036  1.919  1.18
C  -2.076  -0.709  2.619  -1.07
C  -2.568  0.024  3.705  -0.99
C  -1.962  1.256  3.636  0.39
C  -2.124  2.376  4.611  -1.30
C  -2.433  -2.158  2.337  3.10
C  -2.921  -2.325  0.904  -0.59
C  -3.564  -2.606  3.266  -2.60
C  -1.224  -3.060  2.589  -1.58
C  4.516  1.019  1.807  2.95
C  5.697  1.999  1.782  -2.09
C  4.566  0.204  0.522  -0.77
C  4.713  0.068  2.998  -1.84
H  2.100  4.850  4.372  0.48
H  0.776  5.083  3.228  0.18
H  0.577  3.989  4.594  0.08
H  3.988  3.301  3.509  0.57
H  -0.704  3.351  2.874  -0.46
H  -2.038  5.554  -1.087  0.62
H  -2.980  5.675  1.362  0.51
H  -3.157  4.084  2.104  0.16
H  -1.810  5.124  2.564  0.23
H  -0.038  6.158  -2.550  0.45
H  1.400  5.273  -2.037  0.30
H  1.040  5.461  -3.764  0.49
H  -2.130  4.779  -3.457  0.34
H  -0.945  4.460  -4.726  0.54
H  -1.788  3.116  -3.969  0.17
H  1.581  2.863  -2.534  -0.50
H  0.224  1.884  -3.080  -0.70
H  1.026  2.980  -4.213  0.84
H  -3.268  -0.296  4.456  0.71
H  -2.833  2.068  5.378  0.57
H  -1.181  2.616  5.105  0.08
H  -2.498  3.288  4.150  0.09
H  -3.134  -3.371  0.682  0.71
H  -2.179  -1.957  0.196  -1.27
H  -3.842  -1.772  0.748  0.31
H  -4.459  -1.993  3.137  0.40
H  -3.829  -3.639  3.033  0.43
H  -3.266  -2.570  4.315  0.52
H  -0.388  -2.784  1.948  -0.47
H  -0.904  -2.991  3.632  0.48
H  -1.487  -4.101  2.387  0.74
H  5.557  2.766  1.017  0.39
H  5.845  2.497  2.740  0.41
H  6.613  1.451  1.553  0.45
H  4.779  0.843  -0.329  0.01
H  5.380  -0.521  0.593  0.57
H  3.652  -0.346  0.342  -0.68
H  4.662  0.610  3.944  0.26
H  3.958  -0.716  3.003  0.36
H  5.694  -0.408  2.929  0.60
C  3.844  2.372  -2.051  -1.99
C  3.078  1.093  -2.297  0.15
O  2.208  0.681  -1.526  0.98
N  3.396  0.432  -3.417  0.11
C  2.743  -0.805  -3.822  -0.16
C  1.635  -0.566  -4.821  0.28
C  1.886  -0.609  -6.187  -1.10
C  0.858  -0.312  -7.068  -0.59
C  -0.382  0.024  -6.550  -1.10
C  -0.539  0.028  -5.173  0.14
N  0.436  -0.270  -4.318  0.78
H  3.502  2.818  -1.119  0.18
H  3.684  3.071  -2.872  0.56
H  4.913  2.172  -1.988  0.55
H  4.101  0.830  -4.014  0.29
H  2.336  -1.264  -2.925  -0.65
H  3.500  -1.468  -4.243  0.71
H  2.872  -0.871  -6.548  0.54
H  1.023  -0.341  -8.137  0.41
H  -1.215  0.269  -7.194  0.51
H  -1.497  0.291  -4.736  0.22
C  1.076  -3.489  -3.043  -1.57
Sb  -0.326  -2.603  -1.676  -0.08
C  -0.570  -4.438  -0.606  -0.68
C  -2.018  -2.812  -3.032  -1.42
C  -3.346  -3.045  -2.382  0.93
C  -3.646  -4.342  -1.957  -0.51
C  -4.847  -4.662  -1.350  -0.91
C  -5.804  -3.673  -1.179  -0.84
C  -5.536  -2.390  -1.619  -0.52
C  -4.317  -2.041  -2.209  0.80
C  -4.137  -0.610  -2.637  -1.78
Sb  -3.241  0.624  -1.079  0.52
C  -3.990  2.482  -1.833  -1.39
C  -4.865  0.501  0.320  -1.45
H  0.769  -4.521  -3.213  0.70
H  2.081  -3.486  -2.622  0.41
H  1.072  -2.963  -3.997  0.35
H  -0.464  -5.272  -1.300  0.65
H  -1.541  -4.492  -0.124  0.21
H  0.208  -4.492  0.154  -0.21
H  -1.758  -3.667  -3.661  0.89
H  -2.006  -1.930  -3.667  0.08
H  -2.914  -5.123  -2.126  0.42
H  -5.042  -5.679  -1.037  0.44
H  -6.761  -3.905  -0.730  0.44
H  -6.302  -1.627  -1.525  0.45
H  -5.105  -0.164  -2.867  0.73
H  -3.514  -0.519  -3.526  0.73
H  -4.980  2.322  -2.262  0.62
H  -3.340  2.936  -2.568  0.16
H  -4.078  3.168  -0.990  0.37
H  -5.613  1.242  0.038  0.65
H  -4.497  0.717  1.324  0.27
H  -5.324  -0.483  0.318  0.42
C  3.728  -6.242  1.946  -1.51
C  3.230  -4.904  1.432  -0.02
N  2.769  -4.093  2.551  -0.14
C  2.230  -2.865  2.446  -0.28
S  1.960  -2.192  0.915  -0.22
N  1.949  -2.250  3.606  0.12
C  1.309  -0.946  3.764  2.12
C  1.661  -0.352  5.114  -1.77
H  4.077  -6.855  1.117  0.41
H  2.933  -6.788  2.455  0.37
H  4.563  -6.114  2.638  0.38
H  2.408  -5.040  0.729  0.08
H  4.019  -4.371  0.898  0.31
H  2.955  -4.454  3.474  0.27
H  2.081  -2.780  4.454  0.28
H  0.231  -1.047  3.659  -0.68
H  1.654  -0.302  2.958  -0.82
H  1.307  -0.982  5.934  0.51
H  1.182  0.623  5.218  0.24
H  2.737  -0.215  5.219  0.28



Question: The highest LUMO energy belongs to which entry?
Answer: C49H81F2IN4O25Si



Question: The lowest max |F| belongs to which entry?
Answer: C49H82BCaN10OSSb2